[1]
The following is a DFT calculation (ωB97M-V/def2-TZVPD) of a molecular structure, C20H28NO2Zn at a distorted geometry.

The geometry in XYZ format:
```
52
Properties=species:S:1:pos:R:3:forces:R:3
O 0.092 -0.195 -1.224 0.349 -0.593 0.380
C -0.356 -1.438 -1.774 0.323 0.145 -0.427
C 1.060 -1.786 -2.311 -0.403 0.546 0.386
H -1.112 -1.238 -2.543 -0.071 -0.291 0.234
H -0.713 -2.131 -1.000 -0.092 0.220 -0.370
C 1.473 -0.465 -1.582 -0.335 -0.401 0.017
H 1.184 -1.716 -3.396 -0.060 -0.296 0.145
H 1.442 -2.723 -1.884 0.230 0.372 -0.327
C 1.955 0.698 -2.409 0.208 -0.023 -0.068
H 1.289 0.877 -3.249 0.213 -0.046 0.000
H 2.979 0.538 -2.754 0.005 0.052 -0.074
H 1.931 1.580 -1.764 0.043 0.039 -0.083
C 2.333 -0.663 -0.366 0.043 0.081 0.145
H 1.958 -1.488 0.245 0.116 0.123 -0.032
H 2.304 0.250 0.231 -0.016 -0.179 0.069
H 3.368 -0.847 -0.668 0.009 -0.132 0.051
Zn -0.726 0.123 2.095 -0.165 0.303 -0.320
C 0.305 -2.030 3.992 0.014 -0.348 -0.221
C -1.076 -1.806 4.126 -0.358 -0.374 -0.476
C -1.655 -1.771 2.823 0.500 -1.020 0.328
H -1.627 -1.750 5.065 0.190 0.221 -0.316
C -0.584 -2.014 1.861 0.199 -0.364 0.997
C 0.628 -2.142 2.628 -0.714 -0.267 -0.083
H 1.603 -2.398 2.225 -0.120 0.220 0.088
H 1.007 -2.176 4.808 -0.097 0.318 -0.103
H -2.710 -1.862 2.582 0.225 0.349 0.084
H -0.734 -2.355 0.844 0.066 0.318 0.218
C 0.989 1.056 4.441 -1.398 0.090 2.899
C 2.279 0.979 3.855 0.908 0.113 -1.459
C 2.182 1.387 2.513 -0.560 0.086 1.138
H 3.184 0.678 4.375 -0.180 -0.072 -0.166
C 0.824 1.752 2.221 0.840 0.499 -0.332
C 0.061 1.584 3.444 -0.742 -0.232 0.465
H -0.892 2.056 3.701 0.557 0.032 -0.184
H 0.473 0.379 7.925 0.122 0.529 -1.326
H 3.016 1.497 1.832 -0.046 -0.144 0.044
H 0.508 2.337 1.356 0.142 -0.144 0.384
O -1.481 1.067 -2.899 -1.224 0.262 -2.010
C -0.937 1.073 -4.234 0.584 -0.274 0.562
C -2.023 1.248 -5.304 0.148 0.325 0.384
H -0.410 0.117 -4.351 0.052 0.146 -0.119
H -0.201 1.885 -4.287 -0.037 -0.127 -0.075
C -3.336 1.289 -4.506 0.305 -0.402 0.186
H -2.001 0.427 -6.029 -0.033 0.218 0.109
H -1.840 2.191 -5.830 -0.142 -0.192 -0.069
C -2.894 1.315 -3.017 -0.156 0.243 0.461
H -3.906 0.380 -4.736 -0.055 0.248 0.221
H -3.948 2.157 -4.758 0.024 -0.117 0.048
H -3.428 0.542 -2.441 0.200 0.380 -0.034
H -3.073 2.304 -2.560 -0.200 -0.387 -0.127
N 0.542 0.482 6.915 -0.509 -1.164 2.294
C 0.693 0.744 5.774 1.099 1.112 -3.536
```
Forces are in eV/Å.

Calculated values
gap between HOMO and LUMO (spin up / spin down): 0.0984 / 0.1004 Eh
LUMO (spin up / spin down): 2.663 / 2.660 eV
charge: -1
highest occupied orbital energy (spin up / spin down): -0.0006 / -0.0026 Ha

Atomic partial charges in e from the natural (NBO) method, atoms 1 to 8:
1 O -0.527
2 C -0.052
3 C -0.464
4 H 0.172
5 H 0.171
6 C 0.268
7 H 0.193
8 H 0.206

=====

[2]
The following is a DFT calculation (ωB97M-V/def2-TZVPD) of a molecular structure, CaO4P at a distorted geometry.

The geometry in XYZ format:
```
6
Properties=species:S:1:pos:R:3:forces:R:3
Ca -1.921 -0.039 -4.666 0.039 0.015 0.116
P 0.353 -0.008 0.897 1.784 3.580 -1.430
O -0.340 -1.185 1.485 -0.346 -1.079 0.800
O 1.797 -0.505 0.381 -3.142 0.973 0.531
O 0.682 1.017 2.122 -1.115 -1.993 -2.580
O -0.570 0.719 -0.218 2.779 -1.495 2.563
```
Forces are in eV/Å.

Calculated values
gap between HOMO and LUMO: 0.1140 Eh
LUMO: -0.302 eV
charge: -1
highest occupied orbital energy: -0.1251 Ha

Partial charges, natural (NBO), in e:
1 Ca 0.007
2 P 2.350
3 O -0.863
4 O -0.810
5 O -0.755
6 O -0.930

=====

[3]
The following is a DFT calculation (ωB97M-V/def2-TZVPD) of a molecular structure, C8H23ClIO2P2Pb at a distorted geometry.

The geometry in XYZ format:
```
38
Properties=species:S:1:pos:R:3:forces:R:3
C 2.213 1.330 0.553 -0.469 1.004 0.542
C 2.285 0.052 -0.063 4.231 -4.862 -2.853
H 3.282 1.686 0.700 -0.919 -0.378 -0.210
H 1.686 1.241 1.524 0.420 -0.025 -0.232
H 1.627 2.018 -0.095 0.526 -0.264 0.182
O 2.744 -0.889 -0.576 -2.705 5.119 2.894
I -2.078 -1.722 -0.705 -0.574 0.154 0.095
Pb -1.480 1.335 0.844 -0.257 0.222 0.134
P -0.641 1.297 -2.325 -0.291 0.906 -3.011
C -0.326 0.044 -3.621 0.175 -1.218 0.943
C -2.193 2.016 -2.996 -0.557 -0.219 1.364
H -2.008 2.554 -3.936 0.165 -0.202 0.241
H 0.434 2.806 -3.900 0.003 -0.175 0.308
H -2.596 2.710 -2.239 -0.135 -0.066 -0.533
H 0.506 3.433 -2.203 0.217 -0.247 -0.545
H -1.132 -0.704 -3.591 0.283 0.237 -0.227
H -2.912 1.192 -3.153 0.231 0.457 0.034
C 0.611 2.538 -2.848 0.409 0.279 1.578
H -0.280 0.538 -4.604 -0.098 0.075 0.413
H 1.624 2.110 -2.718 -0.405 0.343 -0.261
H 0.620 -0.475 -3.411 -0.249 0.099 -0.268
P -0.270 -1.027 2.473 -0.073 -1.311 2.061
C 0.120 -2.796 2.162 -0.066 0.015 -1.329
C 1.096 -0.672 3.649 0.212 1.174 -0.348
H -2.131 -0.231 3.817 0.013 -0.373 0.169
H -1.429 -1.696 4.567 0.161 0.077 -0.350
H -2.475 -1.834 3.116 0.219 0.176 0.184
C -1.703 -1.227 3.613 -0.551 0.744 -0.550
H 1.021 0.380 3.988 0.140 -0.504 0.081
H 1.035 -1.340 4.523 -0.042 0.170 -0.383
H 0.280 -3.334 3.111 -0.169 0.420 -0.218
H 1.024 -2.873 1.538 -0.225 -0.104 0.268
H 2.070 -0.805 3.148 -0.262 -0.042 0.287
H -0.706 -3.251 1.590 0.350 0.001 0.383
Cl -2.567 3.194 2.065 0.454 -0.999 -0.470
O 0.727 -2.236 -1.204 -0.397 0.358 0.121
H 0.236 -3.002 -1.542 0.860 -0.101 -0.087
H 1.685 -2.358 -1.249 -0.626 -0.942 -0.408
```
Forces are in eV/Å.

Calculated values
gap between HOMO and LUMO (spin up / spin down): 0.1775 / 0.2319 Eh
LUMO (spin up / spin down): -14.062 / -12.710 eV
charge: +3
highest occupied orbital energy (spin up / spin down): -0.6943 / -0.6990 Ha

Atomic partial charges in e from the natural (NBO) method, atoms 1 to 8:
1 C -0.839
2 C 0.985
3 H 0.398
4 H 0.336
5 H 0.333
6 O -0.226
7 I 0.152
8 Pb 1.167

=====

[4]
The following is a DFT calculation (ωB97M-V/def2-TZVPD) of a gas-phase ion, C4H10NO2 (charge -1) at a distorted geometry.

The geometry in XYZ format:
```
17
Properties=species:S:1:pos:R:3:forces:R:3
C -0.497 0.404 -2.556 -0.177 -0.023 -0.640
C 0.280 0.311 -1.265 0.588 -1.044 0.289
O 0.964 -0.965 -1.180 -0.316 -0.283 -0.165
C -0.618 0.500 -0.038 0.581 0.865 -1.128
N 0.113 0.925 1.124 -0.012 0.136 0.788
C 0.392 -0.242 2.078 0.503 -0.125 0.237
O -0.505 -1.212 2.074 0.053 -0.066 -0.136
H -0.988 1.384 -2.611 0.103 -0.113 -0.126
H 0.118 0.254 -3.450 0.222 0.247 0.225
H -1.262 -0.364 -2.659 -0.235 -0.102 0.418
H 1.131 0.983 -1.297 -0.222 0.796 0.185
H 0.658 -1.443 -0.393 -0.069 0.259 -0.009
H -1.089 -0.472 0.093 -0.551 -0.074 0.407
H -1.348 1.277 -0.298 -0.170 -0.241 0.028
H -0.455 1.590 1.644 0.015 -0.294 -0.154
H 0.545 0.270 3.067 -0.173 0.119 -0.064
H 1.436 -0.565 1.813 -0.141 -0.058 -0.156
```
Forces are in eV/Å.

Calculated values
gap between HOMO and LUMO: 0.2457 Eh
LUMO: 3.979 eV
charge: -1
highest occupied orbital energy: -0.0995 Ha
SMILES: C[C@H](O)CNC[O-]

Atomic partial charges in e from the natural (NBO) method, atoms 1 to 8:
1 C -0.622
2 C 0.086
3 O -0.767
4 C -0.263
5 N -0.696
6 C 0.135
7 O -0.943
8 H 0.192

=====

no.,electronic energy (eV)
1,-75189.6864
2,-35914.4635
3,-57180.6844
4,-9894.7848